[1]
4 unconnected molecules or ions with the total composition C4H15N2O5 at a distorted geometry, computed with ωB97M-V with the def2-TZVPD basis set.

```
26
Properties=species:S:1:pos:R:3:forces:R:3:nbo_charge:R:1
C 0.015862 0.721030 -2.165862 0.007 2.130 0.451 -0.23
N 1.356191 1.302069 -1.860233 -0.126 -0.964 0.137 -0.66
C 2.208055 0.592709 -0.959246 -0.283 0.348 1.593 0.08
O 2.101193 1.060049 0.413999 0.314 0.192 -0.336 -0.77
C -1.131491 1.297533 -1.296138 -1.324 0.232 -0.880 -0.24
N -1.295782 0.684728 -0.003433 0.583 0.352 -0.851 -0.73
C -2.492270 0.390565 0.460214 1.523 -0.350 1.916 0.47
O -2.602627 -0.255883 1.543349 -0.711 0.247 -0.626 -0.79
H -0.164932 1.146661 -3.163061 -0.297 -0.854 -0.137 0.18
H 0.035824 -0.368151 -2.114043 0.104 0.114 -0.228 0.21
H 1.287684 2.231296 -1.461886 -0.304 0.141 -0.299 0.36
H 3.245191 0.810766 -1.182073 0.282 -0.251 -0.163 0.15
H 1.992726 -0.471117 -0.898284 0.091 -0.204 -0.738 0.18
H -2.070474 1.265643 -1.904909 0.213 -0.732 0.117 0.15
H -1.063839 2.409413 -1.334477 0.764 -0.180 0.692 0.15
H -0.097763 -0.679137 0.411521 -1.064 -0.785 0.365 0.51
H -3.417531 0.783104 0.013976 -0.064 -0.007 -0.620 0.07
H 1.370008 -3.745914 0.336290 0.067 0.132 -0.022 0.47
H 2.043480 -2.539170 0.914824 -0.228 -0.068 -0.069 0.50
O 2.198958 -3.479337 0.745596 0.296 -0.220 0.059 -0.97
H -2.115881 0.284127 3.893340 0.099 -0.361 0.334 0.47
H -1.034769 -0.326257 3.179843 0.188 -0.383 -0.278 0.49
O -1.334932 -0.260890 4.093855 -0.359 0.652 -0.082 -0.97
H 1.201211 0.909066 0.721246 -0.312 -0.064 -0.013 0.48
H -0.434080 -2.139729 1.061859 -0.344 0.818 -0.022 0.48
O 0.199988 -1.623173 0.553735 0.884 0.064 -0.300 -1.05
```
Positions in Å, forces in eV/Å.

As for the HOMO-LUMO gap: 8.1998 eV. The total charge is -1. The multiplicity is 1. The lowest unoccupied orbital energy comes out at 3.64 eV. As for the energy above the lowest of the compared OMol25 structures with the same formula, charge and spin: 232.4 kJ/mol.

***

[2]
A single C4H5NO molecule at a distorted geometry, computed with ωB97M-V with the def2-TZVPD basis set.

```
11
Properties=species:S:1:pos:R:3:forces:R:3:nbo_charge:R:1
O 1.747986 0.434809 -1.025801 0.042 0.330 0.646 -0.52
C 0.893504 0.595847 -0.192978 0.568 0.007 -0.180 0.54
C -0.393681 1.318870 -0.304309 -0.140 -0.269 -0.022 -0.31
N -1.007831 -0.106570 0.191978 -0.156 0.503 -0.032 -0.35
C -0.264817 -1.403968 -0.078461 -0.005 0.004 -0.232 -0.25
C 0.309701 -0.393901 0.807663 0.299 -0.078 0.305 -0.21
H -0.708180 1.899184 0.564502 0.359 0.024 -0.078 0.22
H -0.520114 1.941087 -1.208009 -0.654 -1.018 -0.091 0.22
H 0.263782 -1.619021 -1.005312 -0.200 0.223 0.029 0.22
H -0.755133 -2.274718 0.365871 -0.201 0.510 -0.220 0.22
H 0.434782 -0.391618 1.884857 0.087 -0.237 -0.126 0.22
```
Positions in Å, forces in eV/Å.

As for the HOMO-LUMO gap: 10.9121 eV. The total charge is 0. Its structure (SMILES) is O=C1CN2C[C@@H]12. The multiplicity is 1. The lowest unoccupied orbital energy comes out at 0.98 eV. As for the energy above the lowest of the compared OMol25 structures with the same formula, charge and spin: 344.6 kJ/mol.

***

[3]
A molecular structure, C21H23BrCoN3, computed with ωB97M-V with the def2-TZVPD basis set.

```
49
Properties=species:S:1:pos:R:3:forces:R:3:nbo_charge:R:1
Co 1.015503 1.219214 0.186295 -0.007 -0.078 -0.314 1.31
N 1.563726 1.658676 -1.852330 0.010 -0.007 0.010 -0.90
C 1.519542 3.128634 -2.030642 0.043 -0.069 -0.009 -0.24
C 0.373426 3.699881 -1.219740 -0.058 -0.026 0.070 -0.25
N 0.519199 3.285077 0.196467 0.154 0.011 0.023 -0.90
H 2.442928 1.292523 -2.198635 0.013 0.008 -0.036 0.39
H 0.832961 1.208692 -2.404112 -0.033 0.015 0.008 0.41
H 1.406426 3.410684 -3.077738 -0.006 0.002 -0.020 0.22
H 2.470089 3.537796 -1.682087 -0.002 -0.001 0.022 0.20
H -0.569821 3.290089 -1.583976 -0.012 0.003 0.003 0.22
H 0.336987 4.784168 -1.325870 0.015 0.020 -0.011 0.21
H -0.326424 3.485622 0.719575 -0.038 -0.049 -0.004 0.41
H 1.259837 3.816148 0.647179 -0.029 0.067 -0.014 0.39
Br 1.417104 1.691403 3.239704 -0.058 0.024 0.106 0.12
C 2.703512 0.540448 2.485620 0.087 -0.035 0.041 0.15
C 3.570703 -0.159912 3.302121 0.005 0.001 -0.049 -0.25
C 4.481022 -1.002713 2.687253 0.067 -0.045 0.102 -0.11
C 4.492650 -1.110243 1.304980 -0.014 0.015 -0.073 -0.24
C 3.583075 -0.369773 0.580465 0.011 -0.003 -0.033 0.07
N 2.696623 0.451581 1.160349 -0.144 0.079 0.096 -0.58
H 3.524551 -0.048571 4.374854 0.004 -0.001 -0.001 0.25
H 5.176124 -1.575042 3.287790 -0.011 0.014 -0.009 0.24
H 5.187928 -1.759870 0.793473 -0.005 0.002 0.019 0.25
H 3.541192 -0.431372 -0.499439 -0.014 -0.001 0.017 0.21
C -3.604308 -4.082245 1.743580 0.007 0.021 -0.013 -0.20
C -3.700582 -3.256454 0.631091 0.020 0.012 -0.005 -0.22
C -2.773980 -2.247391 0.418710 -0.048 -0.010 -0.029 -0.14
C -1.726237 -2.042264 1.319617 0.110 0.148 -0.096 -0.13
C -1.648743 -2.876157 2.434559 0.034 -0.064 0.093 -0.18
C -2.572787 -3.887635 2.649497 0.024 0.033 -0.024 -0.21
C -0.691361 -0.987960 1.178241 -0.088 -0.176 0.130 -0.19
C -0.458776 -0.095763 0.210449 -0.095 0.006 -0.231 -0.50
C -1.205530 0.041006 -1.069059 0.141 0.076 0.217 0.01
C -2.157803 1.048715 -1.228641 -0.175 0.098 -0.027 -0.28
C -2.758054 1.287038 -2.461145 0.035 -0.022 0.094 -0.20
C -2.402721 0.530093 -3.568024 0.023 -0.011 -0.011 -0.24
C -1.451937 -0.475152 -3.426836 0.004 -0.003 0.019 -0.19
C -0.859532 -0.714935 -2.194092 0.042 -0.045 -0.052 -0.29
H -4.330625 -4.868448 1.902677 0.006 0.006 0.002 0.22
H -4.505607 -3.398431 -0.078698 0.007 0.003 0.008 0.22
H -2.878443 -1.618783 -0.453008 0.001 0.010 0.000 0.20
H -0.844847 -2.726089 3.147572 -0.017 -0.007 -0.006 0.20
H -2.487978 -4.521496 3.522546 0.004 0.008 -0.002 0.22
H -0.019646 -0.965106 2.038349 -0.024 0.002 0.005 0.18
H -2.454067 1.632487 -0.361889 0.012 -0.012 -0.026 0.21
H -3.510763 2.060501 -2.553005 0.009 -0.008 0.007 0.22
H -2.868050 0.712680 -4.527504 0.009 -0.008 0.006 0.23
H -1.178696 -1.082835 -4.280621 -0.001 0.001 0.010 0.22
H -0.127790 -1.508518 -2.085924 -0.015 -0.002 -0.014 0.22
```
Positions in Å, forces in eV/Å.

As for the HOMO-LUMO gap (spin up / spin down): 7.4122 / 7.1737 eV. The total charge is +1. The multiplicity is 4. Its expectation value of S² is 3.762. The lowest unoccupied orbital energy (spin up / spin down) comes out at -2.91 / -3.23 eV. As for the energy above the lowest of the compared OMol25 structures with the same formula, charge and spin: 0.9 kJ/mol.

***

[4]
A single C3H5NOS molecule at a distorted geometry, computed with ωB97M-V with the def2-TZVPD basis set.

```
11
Properties=species:S:1:pos:R:3:forces:R:3:nbo_charge:R:1
C 0.082716 -1.626904 -0.331654 2.033 -1.322 -0.759 -0.65
C -0.355196 -0.253948 -0.107906 -1.133 0.877 1.103 -0.04
C 0.112513 2.074926 0.136577 0.279 0.831 1.344 -0.17
H 1.202602 -1.531064 -0.357710 -0.853 -0.470 -0.499 0.23
H -0.069882 -2.226588 0.569191 -0.504 0.060 -0.192 0.24
H -0.306096 -2.132749 -1.232887 0.166 0.328 0.503 0.23
H -1.442019 -0.154695 0.100969 0.371 -0.072 -0.162 0.18
H 0.100205 3.178298 0.162378 -0.057 -0.781 -0.382 0.24
N 0.251184 1.491288 1.272722 -0.122 0.493 -0.962 -0.11
O 0.348728 0.122757 1.062810 -0.136 -0.017 0.644 -0.38
S 0.075245 1.058679 -1.274490 -0.044 0.072 -0.639 0.23
```
Positions in Å, forces in eV/Å.

As for the HOMO-LUMO gap: 9.8380 eV. The total charge is 0. Its structure (SMILES) is C[C@H]1ON=CS1. The multiplicity is 1. The lowest unoccupied orbital energy comes out at 0.80 eV. As for the energy above the lowest of the compared OMol25 structures with the same formula, charge and spin: 242.0 kJ/mol.

***

Repeat the fourth record exactly.
A single C3H5NOS molecule at a distorted geometry, computed with ωB97M-V with the def2-TZVPD basis set.

```
11
Properties=species:S:1:pos:R:3:forces:R:3:nbo_charge:R:1
C 0.082716 -1.626904 -0.331654 2.033 -1.322 -0.759 -0.65
C -0.355196 -0.253948 -0.107906 -1.133 0.877 1.103 -0.04
C 0.112513 2.074926 0.136577 0.279 0.831 1.344 -0.17
H 1.202602 -1.531064 -0.357710 -0.853 -0.470 -0.499 0.23
H -0.069882 -2.226588 0.569191 -0.504 0.060 -0.192 0.24
H -0.306096 -2.132749 -1.232887 0.166 0.328 0.503 0.23
H -1.442019 -0.154695 0.100969 0.371 -0.072 -0.162 0.18
H 0.100205 3.178298 0.162378 -0.057 -0.781 -0.382 0.24
N 0.251184 1.491288 1.272722 -0.122 0.493 -0.962 -0.11
O 0.348728 0.122757 1.062810 -0.136 -0.017 0.644 -0.38
S 0.075245 1.058679 -1.274490 -0.044 0.072 -0.639 0.23
```
Positions in Å, forces in eV/Å.

As for the HOMO-LUMO gap: 9.8380 eV. The total charge is 0. Its structure (SMILES) is C[C@H]1ON=CS1. The multiplicity is 1. The lowest unoccupied orbital energy comes out at 0.80 eV. As for the energy above the lowest of the compared OMol25 structures with the same formula, charge and spin: 242.0 kJ/mol.

***

Q: total charge of number 1 (C4H15N2O5)?
A: -1